Entry 1:
{"formula": "C20H56N6O12P2S3V", "method": "ωB97M-V/def2-TZVPD", "spin_multiplicity": 2, "homo_energy_ha": [-0.29477, -0.29477], "lumo_energy_ev": [-2.0, -1.5], "molar_mass_g_mol": 781.791, "max_force_ha_per_bohr": 0.098, "total_energy_ha": -4848.30391, "elements": ["V", "S", "S", "S", "P", "P", "O", "O", "O", "O", "O", "O", "O", "O", "O", "O", "O", "O", "N", "N", "N", "N", "N", "N", "C", "C", "C", "C", "C", "C", "C", "C", "C", "C", "C", "C", "C", "C", "C", "C", "C", "C", "C", "C", "H", "H", "H", "H", "H", "H", "H", "H", "H", "H", "H", "H", "H", "H", "H", "H", "H", "H", "H", "H", "H", "H", "H", "H", "H", "H", "H", "H", "H", "H", "H", "H", "H", "H", "H", "H", "H", "H", "H", "H", "H", "H", "H", "H", "H", "H", "H", "H", "H", "H", "H", "H", "H", "H", "H", "H"], "xyz": [[-0.6670, -0.3550, -2.9486], [4.0557, -2.8499, -2.4159], [0.9776, -0.4046, -6.0825], [0.4277, 6.4626, -2.1289], [-0.7923, 3.3191, 4.3901], [-0.4846, -5.4494, 1.4014], [-0.5436, 6.5100, -0.9898], [0.0971, -1.6534, -2.3761], [-1.6839, 1.5056, -3.5438], [0.7542, -5.5891, 2.1863], [0.5272, -0.4113, -4.6208], [0.9381, 0.9481, -2.4558], [3.0956, -3.9809, -2.4526], [-2.3479, 3.5424, -4.1917], [1.9451, 1.6697, -0.5057], [0.0078, 0.5189, -0.5439], [-0.7944, 3.7863, 5.8019], [-3.8002, 1.8409, -4.1744], [-0.9666, 4.5895, 3.3228], [-0.3577, -5.9136, -0.2255], [0.6195, 2.5109, 3.9252], [-1.1833, -3.8894, 1.2941], [-1.9901, 2.2332, 3.9243], [-1.7109, -6.3799, 2.0406], [-1.3660, -7.4735, 2.9492], [-1.6673, 0.7745, 3.8672], [3.8274, -1.8880, -3.9767], [0.8598, 2.1890, 2.5277], [1.8379, 2.6687, 4.6906], [-0.2923, 0.7159, -6.8133], [-2.6517, 2.2294, -3.9756], [-3.0937, -6.3122, 1.5982], [-3.4322, 2.4572, 4.1133], [-0.3172, 5.8747, 3.6291], [2.3340, 0.7882, -6.0187], [-1.4270, 4.4977, 1.9673], [-1.5505, -3.3109, 2.5849], [0.9683, 1.0276, -1.1816], [3.4246, -1.7643, -1.0709], [0.4306, -7.0971, -0.5371], [-1.2872, -5.4693, -1.2571], [1.4808, 7.8970, -1.7066], [1.6555, 5.2104, -1.6153], [-0.3759, -2.9204, 0.5142], [2.5300, 7.5881, -1.7767], [-3.3805, -5.2723, 1.4576], [3.9273, -2.0167, -0.1373], [3.0721, 0.3436, -5.3529], [1.4355, 1.4794, 0.3264], [-3.9542, 1.5585, 4.4348], [1.8869, 5.3005, -0.5522], [-1.3062, 0.3244, -6.7552], [1.7626, 3.5601, 5.3234], [-1.2481, 0.4814, 4.8328], [4.2093, -2.2914, -4.9128], [-0.3852, -7.4619, 3.4174], [2.5052, 5.2304, -2.2968], [-0.1917, -7.9898, -0.6060], [-0.7590, -4.8215, -1.9616], [-2.5457, 0.1894, 3.6211], [-2.1091, -4.8560, -0.8818], [2.0921, 1.8079, -5.7383], [1.2699, 4.1863, -1.6152], [-2.2525, -7.8593, 3.4461], [-2.0771, 5.2834, 1.5647], [2.7692, 2.8142, 4.1444], [-2.2007, -2.4603, 2.3703], [1.3044, 3.0464, 1.9982], [-3.5177, 3.0940, 4.9995], [3.5840, -0.6833, -1.0814], [1.4133, 8.7427, -2.3866], [2.7397, -1.8448, -3.9828], [2.3663, -2.0246, -1.0624], [1.3435, 8.1293, -0.6540], [1.2642, -7.1054, 0.1685], [0.0028, 0.8889, -7.8495], [-3.9185, 2.8996, 3.2457], [-0.0441, 2.0782, 1.9256], [1.0271, -7.0119, -1.4529], [0.3844, 5.7508, 4.4499], [-1.8973, 3.5402, 1.7463], [0.3035, 6.1189, 2.7593], [-1.4184, 3.5293, -3.8926], [2.8252, 0.7539, -6.9956], [-1.0438, 6.6771, 3.7399], [-1.1275, -8.3352, 2.2878], [-0.6136, 4.5963, 1.2277], [0.6716, -3.2284, 0.4382], [-0.7632, -2.9837, -0.5021], [-0.6915, -2.9506, 3.1630], [-3.8445, -6.6288, 2.3350], [-0.3675, -1.8980, 0.8836], [4.3331, -0.9232, -3.9053], [-0.3239, 1.6794, -6.3047], [-2.0648, -4.0013, 3.2544], [1.9313, 1.8396, 5.4002], [-3.2475, -7.0740, 0.8266], [-1.7811, -6.3121, -1.7449], [-0.8706, 0.5542, 3.1566], [1.5096, 1.3127, 2.5367]], "mulliken_charge": [1.12, 0.31, 0.45, 0.49, 0.10, 0.46, -0.58, -0.23, -0.50, -0.91, -0.41, -0.47, -0.56, -0.47, -0.54, -0.73, -0.81, -0.64, 0.36, 0.57, 0.60, 0.42, 0.43, 0.34, -1.06, -0.98, -0.79, -2.07, -1.12, -0.93, 0.66, -1.04, -1.13, -1.03, -0.61, -0.90, -1.29, 1.18, -0.35, -1.14, -1.18, -0.88, -0.66, -1.34, 0.30, 0.29, 0.41, 0.02, 0.27, 0.46, 0.31, 0.37, 0.35, 0.31, 0.43, 0.33, 0.46, 0.30, 0.20, 0.51, 0.39, 0.29, -0.07, 0.30, 0.35, 0.32, 0.48, 0.47, 0.38, 0.28, 0.34, -0.02, -0.27, 0.28, 0.33, 0.42, 0.25, 0.63, 0.36, 0.31, 0.28, 0.31, 0.27, 0.44, 0.31, 0.34, 0.20, 0.42, 0.10, 0.34, 0.38, 0.49, 0.38, 0.22, 0.42, 0.33, 0.32, 0.34, 0.10, 0.69]}



Entry 2:
{"formula": "C20H57BrO7S6Si2", "method": "ωB97M-V/def2-TZVPD", "homo_energy_ha": -0.30929, "lumo_energy_ev": 0.5, "molar_mass_g_mol": 738.147, "max_force_ha_per_bohr": 0.043, "total_energy_ha": -6864.87261, "elements": ["Br", "S", "S", "S", "S", "S", "S", "Si", "Si", "O", "O", "O", "O", "O", "O", "O", "C", "C", "C", "C", "C", "C", "C", "C", "C", "C", "C", "C", "C", "C", "C", "C", "C", "C", "C", "C", "H", "H", "H", "H", "H", "H", "H", "H", "H", "H", "H", "H", "H", "H", "H", "H", "H", "H", "H", "H", "H", "H", "H", "H", "H", "H", "H", "H", "H", "H", "H", "H", "H", "H", "H", "H", "H", "H", "H", "H", "H", "H", "H", "H", "H", "H", "H", "H", "H", "H", "H", "H", "H", "H", "H", "H", "H"], "xyz": [[1.6645, 3.4670, 0.2400], [1.8844, 6.2123, 3.3783], [-5.0697, -0.8722, 3.1221], [-2.6053, -5.1728, -5.0028], [5.5459, 4.1653, 2.3282], [-5.7201, -4.8929, -0.9156], [5.8754, 0.0387, -3.6087], [1.2367, -2.4871, 1.4971], [0.7123, -0.1797, 0.0012], [1.0311, -1.8817, -0.1140], [-2.9971, -6.4624, -4.3627], [6.5612, 1.2128, -2.9975], [5.5574, 2.6802, 2.5000], [-5.7339, -3.5688, -0.2299], [3.3077, 6.2885, 3.8298], [-4.8872, 0.5215, 2.6249], [-1.1407, 0.2370, -0.2004], [0.8959, 7.1321, 4.5727], [-3.1822, -0.2502, -1.6574], [5.6128, 4.8925, 3.9711], [-6.4363, -6.0984, 0.2174], [-1.7151, 0.5869, 1.2421], [-4.5394, -0.8884, -1.2496], [3.2748, 2.3490, 0.0804], [1.6868, 7.3852, 2.0256], [1.7065, 0.7661, -1.3367], [6.7391, -1.4410, -3.0493], [-3.5853, -1.3145, 4.0460], [-3.4144, -5.1041, -6.6120], [-3.6014, -3.8788, -4.2422], [7.2093, 4.6566, 1.8351], [6.4205, -0.0725, -5.3235], [-1.9691, -0.8950, -0.8931], [-6.1598, -0.7925, 4.5560], [-4.0377, -5.5327, -0.8121], [3.1530, 1.1313, -0.8884], [-1.3721, -1.4638, -1.6244], [-5.7793, -0.0609, 5.2696], [2.2634, 7.0236, 1.1757], [7.8077, -1.3396, -3.2411], [7.9387, 4.2445, 2.5331], [-4.6810, -0.8053, -0.1573], [-0.1310, 7.2036, 4.2138], [-2.6866, 0.0755, 1.3826], [-1.7658, 1.6787, 1.3423], [-0.9884, 0.1987, 1.9790], [6.0348, -0.9905, -5.7678], [-3.4358, -2.9351, -4.7625], [-3.3928, -4.9023, -1.4180], [-3.3722, -0.5487, 4.7927], [-2.3098, -1.5762, -0.0948], [3.7796, 1.2668, -1.7935], [-2.7543, -1.3811, 3.3456], [6.4474, 4.4609, 4.5288], [-2.9727, -5.8688, -7.2484], [-6.2205, -1.7773, 5.0203], [1.1842, 0.2480, 1.3238], [7.5100, -0.0603, -5.3664], [-3.2523, -4.1222, -7.0576], [-3.6988, -5.5106, 0.2244], [1.5318, -3.9220, 1.4916], [-4.5132, -1.9522, -1.5167], [5.7289, 5.9704, 3.8886], [4.6831, 4.6696, 4.4775], [6.3419, -2.3119, -3.5716], [-4.6566, -4.1522, -4.2824], [0.0095, -2.1372, 2.2299], [-5.9353, -6.0393, 1.1840], [2.3328, -1.6983, 2.1025], [-3.2330, 0.8376, -1.4623], [-7.1485, -0.4900, 4.2158], [-1.1861, 1.1540, -0.8161], [1.3175, 8.1279, 4.7139], [1.8155, 0.0293, -2.1664], [2.0565, 8.3653, 2.3292], [-3.0284, -0.3348, -2.7516], [-4.0120, -6.5519, -1.1983], [3.5471, 0.2527, -0.3400], [-6.3303, -7.0989, -0.2031], [-7.4928, -5.8660, 0.3393], [4.0639, 3.0054, -0.3212], [3.6483, 2.0276, 1.0615], [-5.4180, -0.4134, -1.7134], [7.2744, 5.7448, 1.8187], [6.0249, 0.7861, -5.8632], [0.6336, 7.4464, 1.7507], [-3.7334, -2.2818, 4.5277], [-4.4817, -5.2961, -6.4975], [7.3997, 4.2661, 0.8364], [-3.2915, -3.7765, -3.2049], [6.5693, -1.5505, -1.9796], [0.9132, 6.5918, 5.5176], [1.1359, 1.6029, -1.7688]], "mulliken_charge": [-0.21, 0.63, 0.63, 0.50, 0.77, 0.52, 0.67, 0.50, -0.17, -0.38, -0.62, -0.62, -0.67, -0.57, -0.61, -0.63, 0.34, -1.05, -0.61, -1.08, -1.01, -0.71, -0.76, -0.74, -1.01, -1.02, -0.99, -0.66, -0.93, -0.52, -1.04, -1.04, -0.73, -1.04, -0.86, -0.16, 0.46, 0.33, 0.29, 0.35, 0.31, 0.05, 0.38, -0.27, 0.26, 0.35, 0.36, 0.44, 0.14, 0.34, 0.32, -0.06, -0.06, 0.42, 0.34, 0.35, -0.10, 0.32, 0.34, 0.40, -0.18, 0.07, 0.34, 0.30, 0.36, 0.35, -0.13, 0.29, -0.14, 0.39, 0.34, 0.66, 0.31, 0.44, 0.39, 0.35, 0.40, 0.28, 0.38, 0.33, 0.50, 0.34, 0.41, 0.34, 0.32, 0.37, 0.42, 0.30, 0.33, -0.23, 0.30, 0.32, 0.57]}



Entry 3:
{"formula": "C20H57N5O7Pb", "method": "ωB97M-V/def2-TZVPD", "homo_energy_ha": -0.27621, "lumo_energy_ev": 0.6, "molar_mass_g_mol": 686.904, "max_force_ha_per_bohr": 0.042, "total_energy_ha": -1789.41259, "elements": ["Pb", "O", "O", "O", "O", "O", "O", "O", "N", "N", "N", "N", "N", "C", "C", "C", "C", "C", "C", "C", "C", "C", "C", "C", "C", "C", "C", "C", "C", "C", "C", "C", "C", "H", "H", "H", "H", "H", "H", "H", "H", "H", "H", "H", "H", "H", "H", "H", "H", "H", "H", "H", "H", "H", "H", "H", "H", "H", "H", "H", "H", "H", "H", "H", "H", "H", "H", "H", "H", "H", "H", "H", "H", "H", "H", "H", "H", "H", "H", "H", "H", "H", "H", "H", "H", "H", "H", "H", "H", "H"], "xyz": [[0.0366, -1.0686, 0.3496], [2.3079, -2.3301, 0.8371], [-0.8981, 5.4082, -1.6365], [-3.9166, -2.2248, 2.6450], [-1.5435, -0.3366, -1.3441], [-0.8153, -3.4313, 0.2309], [4.9162, 3.1692, -0.8604], [0.8352, 0.7695, 1.7713], [-0.7716, -1.9146, 2.5854], [1.2537, -2.0211, -1.8240], [-2.5789, 0.1705, 1.2203], [2.1273, 0.7897, -0.6573], [-0.3470, 2.2810, -1.3743], [-1.3013, -4.1321, -0.9002], [3.3754, 1.3973, -1.1422], [-0.4870, 4.4328, -2.5778], [3.0479, -2.7473, -0.3047], [-4.4686, -1.3165, 1.7086], [-1.2067, -4.0491, 1.4540], [3.0491, -3.4504, -2.6928], [-0.5456, -3.3604, 2.6363], [-0.2235, 6.6361, -1.7293], [-1.0194, -3.9227, 3.9665], [3.5422, 2.8169, -0.6539], [5.1626, 4.5032, -0.4616], [-4.4785, -2.0488, 3.9499], [-1.1030, 3.0784, -2.3423], [-4.7866, 1.0393, 0.8907], [2.1422, -3.1313, -1.4828], [3.0445, -1.7307, 1.8884], [-2.6091, 3.1349, -1.9491], [-3.9489, 0.1236, 1.7821], [3.3997, 1.2137, -2.6520], [0.5320, -3.5308, 2.5337], [2.5451, -3.4621, -3.6596], [-4.1759, -1.7027, 0.7306], [-2.9013, 2.0966, -1.8040], [-2.7233, 3.7027, -1.0282], [0.8415, 6.5197, -1.4947], [-1.7527, -1.7190, 2.3989], [0.6003, 4.3163, -2.6632], [-4.2434, -2.8776, 4.6105], [-2.0799, -3.7624, 4.1514], [3.5415, -0.8219, 1.5474], [6.2337, 4.6802, -0.3999], [3.7305, -3.5648, -0.0478], [4.7010, 4.7489, 0.5001], [-0.4408, -3.4944, 4.7858], [1.9227, 1.0915, 0.3088], [-2.3794, -4.0400, -1.0320], [3.8057, -2.4697, 2.1794], [-0.9415, -5.1133, 1.4598], [-0.8006, -3.6950, -1.7629], [-0.8196, 4.8471, -3.5412], [1.1161, 1.3147, 2.5067], [-2.5604, -0.0714, 0.2197], [1.3567, 1.2926, -1.1099], [4.7104, 5.1670, -1.2079], [-4.7273, 0.8115, -0.1756], [-0.2958, 7.0261, -2.7504], [2.4602, 1.4129, -3.1745], [-0.9870, 2.5579, -3.2994], [-2.2957, -4.0665, 1.5916], [-5.5618, -1.2644, 1.7151], [3.3460, 2.8300, 0.4216], [-3.2005, 3.5609, -2.7613], [-5.8639, 0.9948, 1.1005], [-1.8706, 0.1598, -2.0948], [2.4115, -1.6051, 2.7609], [-0.9703, -5.1748, -0.8743], [-5.5621, -1.9653, 3.8387], [2.9346, 3.5065, -1.2501], [1.7879, -1.1684, -1.9899], [3.5023, -4.4443, -2.6076], [1.6562, -4.0839, -1.2660], [-3.9415, 0.5309, 2.7945], [-0.8538, -5.0047, 4.0257], [3.8955, -2.7646, -2.7866], [-0.5241, -1.3695, 3.4009], [-0.6395, 7.3186, -0.9929], [-0.8677, 1.3886, -1.2151], [3.6694, 0.1848, -2.9001], [0.7928, -2.1894, -2.7129], [-0.4762, 2.7070, -0.4516], [-2.2739, 1.1402, 1.1952], [4.2108, 0.7918, -0.7716], [-4.4779, 2.0787, 1.0039], [3.6803, -1.8856, -0.5567], [4.1319, 1.8976, -3.0924], [-4.0996, -1.1120, 4.3633]], "mulliken_charge": [1.59, 0.10, -0.32, -0.15, -1.09, 0.36, -0.34, -0.77, -0.40, -0.34, 0.00, 0.37, -0.01, -1.02, 0.21, -1.02, -0.93, -1.13, -1.06, -1.71, 0.89, -0.74, -1.58, -0.36, -0.77, -0.94, 0.09, -1.54, 0.85, -0.82, -1.05, 0.50, -1.42, 0.08, 0.42, 0.21, 0.19, 0.25, 0.24, -0.06, 0.37, 0.30, 0.13, 0.16, 0.26, 0.39, 0.30, 0.40, 0.09, 0.22, 0.37, 0.49, 0.20, 0.50, -0.08, 0.34, 0.10, 0.29, 0.26, 0.31, 0.26, 0.34, 0.39, 0.54, 0.44, 0.46, 0.46, -0.08, 0.19, 0.35, 0.39, 0.08, -0.12, 0.44, 0.06, 0.34, 0.43, 0.33, 0.19, 0.25, -0.32, 0.17, 0.25, 0.28, 0.03, 0.28, 0.39, 0.25, 0.47, 0.31]}